Record 1
Formula: C16H31O18Tl
Source: the Open Molecules 2025 dataset
Level of theory: wB97M-V/def2-TZVPD

Properties
charge = +2
maximum force = 4.016 eV Å⁻¹
E = -58617.175 eV
energy relative to the best compared isomer or geometry (same formula, charge and spin) = 4.7030 eV
orbital gap = 1.3 eV
E_HOMO = -13.71 eV

Geometry as XYZ:
```
66
Properties=species:S:1:pos:R:3:forces:R:3
Tl 6.563 5.417 4.525 0.025 0.012 0.080
O 0.873 1.396 1.109 0.511 0.911 -0.472
C 2.056 1.468 0.575 0.898 -0.340 2.475
O 2.378 0.694 -0.337 1.073 0.488 -0.770
O 3.026 2.092 1.097 -0.681 -0.425 -1.181
H 0.474 0.904 0.388 -1.857 -0.683 -0.084
C -2.225 7.099 -0.584 -0.511 -0.592 -0.105
O -2.657 8.086 -1.522 0.288 -0.841 -0.431
C -2.735 9.392 -1.268 0.528 -0.362 -1.620
O -2.642 9.900 -0.181 -0.253 0.140 -1.713
O -2.852 10.025 -2.537 -0.307 0.198 1.626
C -2.990 9.381 -3.830 -0.023 -0.173 -0.534
H -1.274 7.299 -0.091 -0.327 0.573 0.171
H -2.069 6.183 -1.154 0.068 0.217 -0.426
H -3.045 6.819 0.078 0.211 0.532 0.465
H -3.441 10.039 -4.573 -0.587 0.844 0.856
H -3.595 8.478 -3.903 0.221 -0.075 0.790
H -2.060 9.244 -4.381 0.684 -0.459 0.912
C 4.882 -5.798 -1.368 -1.676 0.225 0.106
O 6.201 -6.099 -1.701 1.227 0.276 -0.154
C 6.926 -5.283 -2.505 0.308 -1.698 0.688
O 6.647 -4.159 -2.762 -0.255 1.295 -0.551
O 7.994 -5.979 -2.876 0.579 0.143 -0.708
C 8.922 -5.444 -3.880 -0.567 0.607 -0.211
H 4.254 -6.383 -2.039 -0.216 -0.089 0.106
H 4.540 -4.766 -1.442 0.706 0.255 -0.418
H 4.650 -6.060 -0.335 0.490 -0.432 -0.067
H 9.354 -4.488 -3.585 0.105 -0.258 0.514
H 8.424 -5.210 -4.822 -0.471 -0.290 0.116
H 9.685 -6.189 -4.105 -0.239 -0.034 0.585
C -4.984 -1.734 1.280 -1.048 0.389 0.851
O -4.858 -0.515 0.528 0.707 0.277 -0.034
C -5.966 0.174 0.361 -2.736 0.223 0.068
O -7.111 -0.166 0.698 2.560 0.526 -0.710
O -5.683 1.347 -0.244 -0.086 -0.603 -0.256
C -6.710 2.020 -0.989 -0.577 1.570 0.068
H -5.585 -1.478 2.152 -0.330 -0.348 -0.068
H -4.037 -2.053 1.715 0.203 0.108 -0.895
H -5.514 -2.451 0.653 0.350 -0.238 0.287
H -7.034 1.563 -1.924 0.249 -0.634 0.359
H -6.346 3.012 -1.254 0.872 -0.275 -0.128
H -7.571 2.358 -0.413 -0.153 -1.002 0.457
C -0.874 -3.670 -5.003 1.158 1.446 0.989
O -2.210 -3.582 -5.435 -0.703 -0.298 -0.600
C -3.023 -4.418 -4.855 -0.548 -1.954 3.466
O -2.800 -4.946 -3.722 -0.381 1.093 -2.906
O -4.126 -4.612 -5.536 -0.487 -0.988 -0.630
C -5.000 -5.752 -5.184 -0.067 -0.248 0.521
H -0.771 -3.493 -3.932 -0.378 -0.444 0.180
H -0.435 -2.756 -5.403 0.457 -0.582 -0.610
H -0.400 -4.619 -5.254 -0.062 0.257 -0.323
H -4.506 -6.716 -5.064 0.921 0.490 0.391
H -5.688 -6.029 -5.982 0.037 1.233 -0.305
H -5.538 -5.508 -4.268 0.056 0.000 -0.181
C 2.593 -0.757 6.844 0.898 -0.055 -0.467
O 3.220 -0.595 8.102 -0.088 0.587 2.017
C 3.563 0.622 8.642 -1.037 -0.609 -2.466
O 3.610 1.624 7.937 0.226 -0.796 1.737
O 3.770 0.407 9.934 -0.142 1.850 0.064
C 4.032 1.569 10.799 0.405 0.014 0.629
H 3.429 -0.756 6.145 -0.391 0.041 -0.608
H 1.829 -0.033 6.561 0.221 0.298 0.392
H 2.142 -1.749 6.857 0.092 0.085 0.114
H 3.497 1.459 11.742 0.085 -0.844 -0.124
H 3.719 2.576 10.524 -0.143 -0.398 -1.278
H 5.103 1.602 11.000 -0.091 -0.137 -0.047
```
Forces are in eV/Å.


Record 2
Formula: C35H27N6O4SeTi
Source: the Open Molecules 2025 dataset
Level of theory: wB97M-V/def2-TZVPD

Properties
charge = +1
maximum force = 0.551 eV Å⁻¹
E = -142320.323 eV
energy relative to the best compared isomer or geometry (same formula, charge and spin) = 0.0000 eV
orbital gap = 6.7 eV
E_HOMO = -10.83 eV

Geometry as XYZ:
```
74
Properties=species:S:1:pos:R:3:forces:R:3
Ti -0.087 -0.936 -0.345 0.407 -0.168 -0.332
N -3.731 8.571 -1.727 -0.005 0.010 0.009
C -3.299 7.524 -1.538 0.071 -0.136 0.015
C -2.756 6.206 -1.309 -0.111 0.200 -0.051
C -3.442 5.090 -1.780 0.014 -0.062 0.006
C -2.920 3.826 -1.566 -0.010 0.050 -0.018
C -1.720 3.677 -0.881 0.029 -0.089 0.053
C -1.039 4.794 -0.409 -0.027 0.037 -0.026
C -1.554 6.061 -0.624 0.049 -0.037 0.033
C -1.154 2.312 -0.654 -0.001 0.152 -0.119
C -1.425 1.719 0.567 0.079 -0.176 0.017
C -2.154 2.289 1.643 -0.051 0.059 0.096
C -2.147 1.378 2.670 0.004 0.027 -0.033
C -1.422 0.268 2.200 0.088 -0.173 -0.034
N -0.981 0.450 0.959 -0.045 0.290 -0.131
C -0.388 1.785 -1.705 0.047 -0.239 0.086
C -0.078 2.436 -2.908 -0.014 0.078 -0.081
C 0.734 1.591 -3.650 0.009 0.006 0.001
C 0.908 0.447 -2.887 -0.022 -0.139 0.187
N 0.244 0.527 -1.707 -0.007 0.213 0.140
H -4.375 5.218 -2.311 -0.004 0.002 0.003
H -3.447 2.954 -1.930 0.001 -0.012 0.005
H -0.104 4.671 0.123 0.001 -0.002 0.005
H -1.030 6.936 -0.266 -0.007 0.004 0.001
H -2.612 3.265 1.635 -0.003 0.002 -0.011
H -2.600 1.471 3.642 -0.006 0.006 0.004
H -1.221 -0.654 2.725 -0.024 0.026 0.037
H -0.415 3.423 -3.182 0.003 -0.001 -0.002
H 1.161 1.768 -4.623 -0.004 0.022 -0.005
H 1.464 -0.445 -3.128 0.026 0.027 -0.069
O 5.387 -1.063 4.004 -0.042 0.007 -0.002
C 5.262 0.010 3.098 -0.063 -0.026 -0.013
C 3.959 -0.127 2.363 0.065 -0.025 0.044
C 3.601 0.789 1.388 -0.061 0.074 -0.072
C 2.434 0.598 0.677 -0.059 -0.073 0.050
N 1.614 -0.428 0.919 -0.061 0.046 0.046
C 1.916 -1.281 1.910 0.020 -0.238 0.001
C 3.091 -1.181 2.628 -0.042 0.123 0.024
C 0.921 -2.356 2.146 0.102 0.123 0.047
C 0.977 -3.205 3.238 -0.006 -0.069 -0.079
C 0.011 -4.188 3.387 0.019 -0.020 0.050
C 0.065 -5.164 4.539 0.020 -0.003 0.013
O 1.014 -4.820 5.519 -0.016 0.021 -0.075
C -1.002 -4.268 2.436 -0.062 -0.012 -0.049
C -1.018 -3.372 1.392 0.064 0.080 -0.026
N -0.072 -2.433 1.244 -0.038 0.179 0.095
H 6.257 -1.037 4.410 0.063 0.000 0.031
H 6.073 0.016 2.362 -0.004 -0.010 -0.013
H 5.272 0.976 3.615 0.003 0.010 -0.010
H 4.239 1.624 1.131 0.024 -0.008 0.028
H 2.147 1.255 -0.133 0.050 0.032 0.002
H 3.355 -1.907 3.381 0.012 0.018 0.002
H 1.765 -3.121 3.971 0.001 -0.019 0.007
H 0.361 -6.137 4.140 0.005 -0.002 -0.001
H -0.936 -5.288 4.962 -0.007 0.020 -0.018
H 0.622 -4.200 6.142 -0.006 -0.010 0.063
H -1.787 -5.010 2.509 0.008 -0.010 0.020
H -1.798 -3.376 0.643 -0.025 -0.033 0.026
O -1.198 -2.198 -1.493 -0.342 -0.121 -0.209
O -1.893 -1.237 -0.691 0.061 -0.252 0.083
Se 1.747 -2.567 -1.384 0.161 0.331 -0.029
C 3.280 -1.532 -1.350 -0.374 -0.221 0.101
N 4.218 -0.861 -1.309 0.020 0.005 -0.042
C -1.816 -1.883 -5.587 -0.004 0.011 0.013
C -2.255 -0.856 -4.763 -0.004 0.014 0.057
C -2.074 -0.927 -3.387 -0.010 -0.092 -0.233
C -1.454 -2.054 -2.897 0.072 0.181 0.459
C -1.010 -3.103 -3.670 -0.043 0.054 -0.223
C -1.198 -3.000 -5.043 0.035 -0.061 0.032
H -1.961 -1.815 -6.656 0.003 -0.003 -0.005
H -2.739 0.013 -5.188 -0.003 -0.003 -0.005
H -2.401 -0.139 -2.727 -0.010 -0.002 0.006
H -0.530 -3.964 -3.227 -0.007 0.001 0.031
H -0.858 -3.802 -5.683 -0.008 0.004 -0.011
```
Forces are in eV/Å.


> What is the formula in the first record?

C16H31O18Tl


> The lowest maximum force belongs to which entry?

C35H27N6O4SeTi